1.
Molecular formula: C2H7N4O
Method: DFT, wB97M-V/def2-TZVPD

Summary:
HOMO-LUMO gap in eV: 8.38
Charge: +1
LUMO energy in Eh: -0.216
Energy relative to the best compared isomer or geometry (same formula, charge and spin) in eV: 1.6479
Molar mass in g mol⁻¹: 103.105
Structure (SMILES): NC(=O)NCN=[NH2+]
Energy in Eh: -374.38907

Each line ends with the Löwdin charge.
CARTESIAN COORDINATES (ANGSTROEM)
C -0.678152 -1.117345 0.199720  -0.601
O -1.303646 -0.244207 0.781428  0.065
H 1.889087 0.674939 -0.830534  0.169
H 1.460887 0.639727 0.904299  0.154
H -0.836905 3.115287 -0.224002  0.181
H 1.025186 -1.444201 -0.970710  0.149
H 0.480472 2.840999 0.909513  0.184
H -1.993165 -2.638919 0.421114  0.131
N 0.564165 -0.820616 -0.330589  0.079
N -0.078014 2.517502 0.105825  0.229
C 1.067656 0.504353 -0.121641  -0.179
N -1.100945 -2.374264 0.038332  0.203
N 0.056762 1.426571 -0.460278  0.118
H -0.553387 -3.079826 -0.422476  0.119

Force components x, y, z for each atom (eV/Å):
0.1 0.1 0.1
0.2 0.5 0.0
-0.1 0.1 0.0
-0.2 0.1 -0.2
0.1 0.0 0.0
0.1 0.1 0.0
-0.1 -0.3 -0.1
0.0 0.1 0.0
0.3 0.2 -0.2
0.4 -0.7 -0.1
1.0 -1.2 0.9
-0.1 -0.4 -0.1
-1.6 1.5 -0.4
0.0 0.0 0.1



2.
Molecular formula: C5H9NaO3
Method: DFT, wB97M-V/def2-TZVPD

Summary:
HOMO-LUMO gap in eV: 6.66
Charge: 0
LUMO energy in Eh: -0.028
Energy relative to the best compared isomer or geometry (same formula, charge and spin) in eV: 0.0000
Molar mass in g mol⁻¹: 140.114
Energy in Eh: -583.87862

Each line ends with the Löwdin charge.
CARTESIAN COORDINATES (ANGSTROEM)
C 4.070510 2.430781 -1.462284  -0.082
Na 2.056378 0.246818 -1.189657  0.707
H -2.677776 -3.431215 0.588615  0.112
C -2.271667 -1.648466 1.816200  -0.202
C -1.280263 -0.729017 -0.003697  -0.658
H 2.249066 3.506589 -1.613842  0.068
C 3.002691 3.063508 -0.957976  -0.066
H -2.933477 -0.836458 2.164441  0.112
O -0.188472 -0.612625 -0.696127  -0.201
O -1.048807 -1.130118 1.352222  -0.082
O -2.143805 -1.773385 -0.504606  -0.078
C -2.855647 -2.345205 0.573747  -0.193
H 2.871725 3.175246 0.121632  0.069
H -1.898995 0.214134 0.037898  0.146
H 4.842491 2.015371 -0.809762  0.062
H 4.226547 2.354900 -2.541531  0.062
H -2.082757 -2.334026 2.650522  0.115
H -3.937735 -2.166828 0.474212  0.110

Force components x, y, z for each atom (eV/Å):
-0.3 0.1 0.1
-1.4 -0.4 0.4
0.0 0.2 0.0
0.0 0.0 0.1
0.3 0.5 -0.4
0.2 -0.1 0.3
0.3 -0.3 -0.2
0.1 -0.2 0.0
1.2 0.6 -0.3
0.0 -0.1 0.6
-0.3 -0.3 -0.1
0.0 0.0 -0.1
0.0 0.0 -0.4
0.1 -0.3 0.0
-0.2 0.1 -0.2
0.0 0.0 0.3
0.0 0.2 -0.2
0.2 -0.1 0.0